The following is a DFT calculation (wB97M-V/def2-TZVPD) of C43H43Cl3N3OP2SSe4SiTeZr as an isolated structure at a distorted geometry.

Positions of all 103 atoms, in Å:
C (-5.543, 2.167, -1.426)
C (4.128, -1.208, -3.411)
O (-3.026, -3.903, 2.660)
C (5.417, 0.488, -2.390)
H (5.248, 5.609, 0.414)
H (1.590, -2.141, -1.700)
H (-1.177, 1.518, 3.380)
Se (-0.943, -2.087, -4.433)
H (-4.213, 4.301, 0.335)
Si (-3.774, 2.652, -1.487)
C (-4.412, -4.344, 2.902)
H (-5.919, 1.585, -0.561)
C (5.624, 1.814, 0.776)
C (5.393, -0.718, -2.990)
C (6.541, 4.035, 0.955)
H (-1.785, -1.447, 0.756)
H (-0.739, -3.462, 2.844)
H (-3.720, -1.570, 2.977)
H (6.329, -1.299, -3.306)
H (5.726, 0.764, 0.745)
C (-2.188, -9.012, 1.668)
H (-3.055, -6.392, -0.252)
H (-5.584, 0.298, 3.142)
H (-4.484, -4.941, 3.825)
Se (-1.800, 0.289, -5.178)
H (7.363, 4.684, 1.258)
H (3.150, 4.174, 0.574)
C (-0.947, -1.948, 0.319)
C (-0.149, 1.818, 3.347)
H (0.239, 4.275, -1.570)
H (-3.719, 4.160, -3.376)
C (-5.286, -3.068, 3.020)
H (-0.152, 2.863, 5.343)
H (1.487, -4.091, 0.027)
C (-2.191, -6.153, 1.755)
C (6.718, 2.652, 0.850)
H (2.887, 7.115, -3.529)
C (-2.722, -6.916, 0.634)
Te (-2.982, -2.087, -2.899)
H (-2.954, -8.808, -0.330)
C (-4.796, -1.744, 3.052)
H (0.072, -4.743, 1.993)
C (1.965, 1.802, 2.190)
C (1.892, 3.446, -2.712)
H (-2.580, 3.578, 0.447)
H (-5.614, 1.489, -2.303)
N (-0.338, -3.034, 0.817)
C (5.296, 4.585, 0.685)
H (3.477, 3.045, 3.035)
H (3.334, 2.869, -4.077)
C (-1.738, -6.933, 2.825)
C (3.061, 0.814, -2.594)
H (0.101, 0.868, 1.438)
H (-2.449, -4.416, 0.733)
C (1.712, 3.032, 4.274)
H (2.030, -0.678, -3.699)
C (4.143, 3.742, 0.600)
H (4.406, 2.207, -1.756)
C (2.483, 2.645, 3.158)
C (0.343, 2.628, 4.378)
H (7.706, 2.207, 0.781)
N (-0.366, -1.547, -0.829)
H (2.210, 3.727, 5.044)
Zr (-1.005, -0.170, -2.591)
C (3.398, 5.018, -3.823)
C (1.069, 4.416, -2.256)
N (1.780, 1.973, -0.416)
C (1.436, 5.732, -2.618)
C (-3.293, 4.031, -0.219)
C (0.819, -3.255, -0.002)
C (2.959, 3.732, -3.543)
H (0.889, 2.216, -0.011)
Cl (-1.324, -6.279, 4.369)
H (-4.782, -4.997, 2.140)
C (-1.700, -8.342, 2.785)
C (3.028, -0.416, -3.244)
C (-3.164, 3.201, -3.234)
P (1.598, 1.712, -2.107)
H (6.389, 0.838, -2.014)
Se (0.279, 1.471, -4.448)
C (2.602, 6.075, -3.261)
Cl (-1.980, -10.677, 1.521)
C (-6.688, -3.014, 3.031)
C (-0.680, -3.976, 1.910)
H (-1.317, -8.795, 3.689)
C (-2.686, -8.314, 0.585)
C (0.601, 1.457, 2.250)
P (2.897, 1.230, 0.712)
C (0.798, -2.354, -0.999)
H (4.352, 5.266, -4.278)
C (4.286, 1.209, -2.160)
S (-7.363, -1.411, 3.134)
C (-2.096, -4.637, 1.769)
H (-6.235, 2.949, -1.755)
H (-3.438, 2.484, -4.047)
H (-2.750, 4.791, -0.680)
Se (-3.049, 0.637, -0.983)
Cl (-7.721, -4.332, 3.286)
H (-2.077, 3.255, -3.165)
C (-5.744, -0.759, 3.058)
C (4.318, 2.386, 0.738)
H (4.096, -2.127, -3.951)
H (0.774, 6.521, -2.315)

Its total charge is +1. The value obtained for the LUMO energy is -4.425 eV.

The following is a DFT calculation (wB97M-V/def2-TZVPD) of C43H43ClI2N4O6S3Sn as an isolated structure.

Positions of all 103 atoms, in Å:
N (-0.902, -1.758, -0.122)
C (-0.773, 6.449, 3.304)
C (3.964, -1.014, 2.397)
H (-1.169, 6.097, 2.358)
S (-1.107, 3.483, 0.935)
C (2.438, -1.678, -3.808)
C (6.559, -1.866, 1.899)
N (-3.233, 2.001, 3.778)
O (3.327, -3.193, -0.681)
C (0.443, 2.795, -2.596)
H (-4.562, -0.578, 8.342)
C (-1.401, -4.071, 0.360)
H (-5.077, 1.167, 6.675)
C (-0.997, 0.815, -3.163)
C (1.383, 0.532, -3.190)
H (8.353, -0.924, 3.613)
C (-3.242, -2.043, 5.590)
C (-3.080, -2.606, -0.555)
C (0.570, 6.058, 5.255)
C (-0.047, -1.304, -3.750)
C (-2.715, -3.843, -0.096)
C (1.238, -0.802, -3.572)
H (-0.048, 3.000, -1.643)
C (-1.172, -0.505, -3.561)
C (-2.548, -1.051, -3.837)
H (-3.318, -0.475, -3.320)
C (-4.435, 1.202, 4.037)
C (4.268, -1.715, 1.240)
N (-0.824, 3.358, 3.568)
S (-2.790, 0.740, 1.490)
H (-3.429, -4.657, -0.076)
H (-3.379, -2.638, 7.648)
H (1.222, 5.409, 5.832)
C (-1.425, 2.924, 2.456)
H (-0.175, -2.337, -4.059)
H (1.124, 3.746, 4.165)
H (7.572, -2.198, 1.702)
H (-1.865, 1.449, -3.004)
H (2.549, -2.417, -3.013)
C (4.975, -0.744, 3.304)
C (-3.609, -1.872, 6.918)
C (-2.522, 1.887, 2.655)
C (-4.266, -0.715, 7.310)
O (3.009, -0.737, -0.797)
H (7.241, 0.099, 4.527)
O (-0.633, -0.084, 4.534)
O (0.449, 0.093, 2.459)
O (-0.832, -1.833, 2.966)
H (-0.917, 2.039, 5.201)
H (-0.003, 3.455, -3.343)
C (7.366, -0.884, 4.074)
H (-3.260, 3.928, 4.633)
C (-4.548, 0.269, 6.371)
H (-1.718, 8.367, 3.186)
C (-1.330, 2.997, 4.888)
C (1.240, -4.328, 1.260)
H (4.738, -0.202, 4.212)
H (-2.714, -2.937, 5.281)
C (-0.558, 8.161, 4.981)
H (-4.080, -2.400, -0.907)
H (1.495, 3.059, -2.495)
Sn (0.607, -0.067, 0.207)
H (-5.201, 1.885, 4.412)
H (0.717, 4.243, 2.518)
C (5.561, -2.147, 0.981)
C (0.055, 5.608, 4.046)
H (0.713, -6.373, 1.661)
I (4.414, 3.911, 1.917)
C (0.268, 7.331, 5.723)
C (0.360, 4.220, 3.544)
H (0.679, 7.672, 6.665)
H (-3.222, 2.566, 5.771)
C (0.353, -5.426, 1.282)
H (2.343, -2.216, -4.753)
H (2.949, -0.700, 2.602)
C (-0.936, -5.315, 0.851)
H (2.377, 0.943, -3.052)
I (2.544, 2.424, 0.748)
Cl (0.039, -0.858, 3.541)
H (-2.773, -1.006, -4.905)
H (7.346, -1.622, 4.879)
C (-0.513, -2.982, 0.328)
C (0.827, -3.113, 0.786)
O (1.220, -1.458, 4.061)
C (-1.078, 7.717, 3.771)
H (5.777, -2.697, 0.075)
H (3.354, -1.090, -3.835)
H (-1.020, 3.773, 5.586)
H (-2.632, -2.095, -3.529)
N (1.600, -1.946, 0.720)
H (-2.382, -0.582, -0.901)
C (6.282, -1.163, 3.069)
C (-4.178, 0.106, 5.041)
C (0.277, 1.352, -2.986)
H (2.251, -4.446, 1.624)
H (-3.215, -1.183, 3.624)
C (-2.834, 2.938, 4.824)
H (-4.761, 0.801, 3.081)
S (3.041, -1.960, -0.004)
C (-2.133, -1.575, -0.552)
C (-3.528, -1.063, 4.654)
H (-1.613, -6.159, 0.881)
H (-0.795, 9.154, 5.342)

The value obtained for the energy above the lowest of the compared OMol25 structures with the same formula, charge and spin is 16.25 kJ/mol. Its total charge is 0. The value obtained for the LUMO energy is -1.434 eV.